Entry 1:
Computed, not measured: a molecular structure, C2H3FN2O in a non-equilibrium geometry, with ωB97M-V/def2-TZVPD.

The LUMO energy comes out at -0.17 eV. The value obtained for the relative energy (zero: lowest compared OMol25 entry of this formula, charge and spin) is 322.6 kJ/mol. Its HOMO energy is -0.402 hartree. Its orbital gap is 0.395 Ha. The maximum force is 4.3 eV Å⁻¹. The multiplicity is 1. As for the total energy: -9863.2663 eV.

Element x y z (Å)
C 2.295161 0.130628 0.196084
C -0.073210 0.077488 0.176936
N 3.517612 0.814489 0.259246
N 2.934324 0.923179 -0.805409
O 1.200868 0.159141 0.871001
F 2.746163 -1.569098 -0.040996
H 0.192375 -0.695143 -0.594880
H -0.158396 1.095395 -0.293237
H -0.690758 0.015912 1.045953

Cartesian forces (eV/Å) of the 6 atoms listed first:
C 2.13 -3.45 -1.30
C 2.66 1.39 -1.57
N 0.49 -0.18 2.45
N -1.80 -0.54 -1.57
O 1.25 0.64 1.09
F -1.18 3.84 0.26

---

Entry 2:
Computed, not measured: a molecular structure, C2H3FNO2 in a non-equilibrium geometry, with ωB97M-V/def2-TZVPD.

The LUMO energy comes out at 4.41 eV. The value obtained for the relative energy (zero: lowest compared OMol25 entry of this formula, charge and spin) is 58.8 kJ/mol. Its HOMO energy is -0.157 hartree. Its orbital gap is 0.320 Ha. The maximum force is 2.1 eV Å⁻¹. The multiplicity is 1. The total charge is -1. As for the total energy: -10426.4876 eV.

Element x y z (Å)
C 0.804768 1.575645 -2.021915
C 0.178154 -0.347355 0.057315
N -0.110447 0.833449 -0.476051
O 1.074171 2.696178 -1.741400
O 0.830718 0.735144 -2.857567
F 1.577295 -0.461386 0.799636
H 0.297429 -1.135296 -0.687175
H -0.444387 -0.671954 0.912579
H -0.198154 1.590316 0.194920

Cartesian forces (eV/Å) of the 6 atoms listed first:
C -0.89 -1.03 1.47
C 0.28 -0.90 0.68
N 0.63 1.56 -1.19
O 0.17 1.12 0.31
O 0.11 -0.81 -0.78
F -0.41 0.10 -0.31

---

Entry 3:
Computed, not measured: a single C2H3FNP molecule in a non-equilibrium geometry, with ωB97M-V/def2-TZVPD.

The LUMO energy (alpha / beta) comes out at 0.32 / 0.32 eV. The value obtained for the relative energy (zero: lowest compared OMol25 entry of this formula, charge and spin) is 117.5 kJ/mol. Its SMILES is C=P(F)=C=N. Its HOMO energy (alpha / beta) is -0.300 / -0.300 hartree. Its orbital gap (alpha / beta) is 0.312 / 0.312 Ha. The maximum force is 4.4 eV Å⁻¹. The multiplicity is 1. As for the total energy: -15616.2941 eV.

Element x y z (Å)
C 0.780074 -0.452349 -1.613200
P -0.623415 -0.911871 -0.664983
F -1.230306 0.606638 -0.452778
C -0.370484 -0.505512 1.554431
N -0.345551 0.482620 2.189825
H 0.877712 0.639847 -1.762617
H 1.478485 -1.159238 -2.012780
H -0.566515 1.299864 2.762102

Cartesian forces (eV/Å) of the 6 atoms listed first:
C -3.21 0.17 1.88
P 2.49 1.10 -3.40
F -0.15 -0.58 -0.26
C 0.40 1.75 2.48
N -0.43 -0.69 -0.04
H 0.37 -0.80 0.11